Formula: C3H34O14
Source: OMol25
Level of theory: wB97M-V/def2-TZVPD

Output
Orbital gap in eV: 7.885
Energy above the lowest of the compared OMol25 structures with the same formula, charge and spin in kcal/mol: 77.6

Positions of all 51 atoms, in Å:
O (0.9569, 0.9784, -2.9267)
H (0.5748, 0.2809, -2.2432)
H (1.6416, 0.6084, -3.5143)
H (0.1892, 1.2769, -3.4528)
C (-1.0307, -1.6241, 0.9580)
C (-0.5171, -0.4276, 0.1349)
C (0.6159, 0.2396, 0.9085)
O (-0.1955, -0.7347, -1.1964)
H (-1.1558, -1.3369, 2.0049)
H (-0.4614, -2.5503, 0.9343)
H (-2.0517, -1.8891, 0.6638)
H (-1.3555, 0.2877, 0.0925)
H (0.8811, 1.2035, 0.4692)
H (1.4769, -0.4311, 0.9862)
H (0.2962, 0.4564, 1.9293)
O (3.7883, 2.1599, 1.3623)
H (4.1678, 1.6453, 2.0821)
H (3.8208, 1.5563, 0.5931)
O (-1.2187, 4.7030, 0.7781)
H (-0.4424, 4.1931, 1.0443)
H (-1.8827, 4.0765, 0.4342)
O (0.2704, -3.2192, -2.5591)
H (0.0837, -2.2834, -2.3494)
H (0.1936, -3.2797, -3.5176)
O (-3.3533, 2.1418, 2.6201)
H (-3.1281, 2.5927, 1.7980)
H (-3.9533, 1.4364, 2.3511)
O (-2.9390, 2.9854, -0.5557)
H (-3.1387, 3.4937, -1.3501)
H (-2.7055, 2.1044, -0.8756)
O (-2.9815, -0.5990, -2.3972)
H (-2.6301, -0.1807, -3.1870)
H (-2.1980, -0.8137, -1.8591)
O (1.2465, 3.7465, 2.4591)
H (1.8039, 3.7095, 1.6712)
H (1.6365, 3.0954, 3.0496)
O (0.9542, -4.9583, 0.6175)
H (1.4089, -5.3078, 1.3916)
H (0.4079, -4.2432, 0.9597)
O (2.4582, -2.1478, -1.1070)
H (2.1519, -2.9127, -1.6183)
H (1.7228, -1.5073, -1.1687)
O (3.6285, 0.5221, -0.7915)
H (3.0765, -0.2420, -0.5667)
H (3.8001, 0.4314, -1.7318)
O (3.9196, -2.8778, 1.0491)
H (3.3815, -2.5594, 0.2988)
H (3.2736, -3.1060, 1.7232)
O (-5.5486, 0.0911, 1.4180)
H (-4.7250, -0.2356, 1.0382)
H (-6.2146, -0.5490, 1.1473)

Formula: C3H35N3O14
Source: OMol25
Level of theory: wB97M-V/def2-TZVPD

Output
Orbital gap in eV: 8.528
Energy above the lowest of the compared OMol25 structures with the same formula, charge and spin in kcal/mol: 122.2

Positions of all 55 atoms, in Å:
O (1.8801, 1.6115, 2.4292)
C (2.4268, 1.3363, 1.2826)
N (3.6997, 1.6454, 1.0739)
C (1.5482, 0.7464, 0.1802)
N (0.2093, 0.2842, 0.6267)
C (-0.4065, -0.0998, -0.6099)
N (0.0202, -1.5550, -0.8726)
H (4.3789, 2.0769, 1.5811)
H (4.0490, 1.3821, 0.2506)
H (1.3311, 1.5755, -0.4985)
H (2.0274, -0.0893, -0.3567)
H (0.2562, -0.3805, 1.3702)
H (-1.4800, -0.0653, -0.6522)
H (0.0722, 0.5608, -1.5393)
H (0.2141, -2.1149, -0.0245)
H (-0.6518, -2.0446, -1.3364)
H (-1.3440, -1.8337, 4.4043)
H (-1.5491, -0.9034, 3.1271)
O (-1.4768, -1.7433, 3.5697)
H (-2.4618, -0.4792, -1.9422)
H (-3.4908, -0.3757, -3.1972)
O (-3.0214, 0.1154, -2.5946)
H (2.0563, -1.8153, 2.1113)
H (0.8386, -2.6051, 1.6964)
O (1.7571, -2.6343, 1.6334)
H (-2.8555, 1.7935, -2.1919)
H (-3.4154, 2.1795, -0.7238)
O (-2.7713, 2.4437, -1.5767)
H (1.3433, 1.8390, -3.3262)
H (0.2737, 1.0291, -3.1626)
O (0.7656, 1.2977, -3.9088)
H (-4.6169, -2.1222, -0.4110)
H (-3.6467, -2.3230, 0.7961)
O (-3.9676, -1.6436, 0.0904)
H (-1.5274, -2.8749, 2.3544)
H (-1.1615, -4.0969, 1.5523)
O (-1.2863, -3.1216, 1.4525)
H (2.1559, -0.4323, -3.3364)
H (2.8039, -1.8556, -3.1808)
O (3.0315, -0.9055, -3.3049)
H (-0.1919, 3.9927, -1.3981)
H (-0.8461, 2.6519, -1.3677)
O (-0.1455, 3.0976, -1.2902)
H (4.0284, 0.0686, -1.9286)
H (4.9578, -0.5094, -0.9175)
O (4.4708, 0.2318, -1.1391)
H (-1.5823, -4.1251, -1.3458)
H (-2.2018, -4.0021, -2.6579)
O (-1.5032, -3.6183, -2.1394)
H (-2.2861, 1.3969, 3.1774)
H (-1.5017, 2.2168, 4.0087)
O (-1.9202, 1.3968, 4.1124)
H (-0.7142, 1.8521, 1.3557)
H (-0.3022, 2.8987, 2.4759)
O (-1.0470, 2.5989, 1.9562)

Formula: C3H35NO17
Source: OMol25
Level of theory: wB97M-V/def2-TZVPD

Output
Orbital gap (alpha / beta) in eV: 8.187 / 3.838
Spin multiplicity: 2
Energy above the lowest of the compared OMol25 structures with the same formula, charge and spin in kcal/mol: 0.0
Net charge: +1
<S²>: 0.775

Positions of all 56 atoms, in Å:
O (0.0443, 1.6058, -0.9656)
C (0.2807, 0.3677, -0.6510)
N (0.1305, -0.5274, -1.5757)
C (0.3407, -1.9046, -1.6454)
O (-0.4911, -2.7014, -2.0163)
C (0.4714, 0.0946, 0.8158)
H (-2.1151, 0.5134, -3.0525)
H (1.3936, -2.2112, -1.6994)
H (-0.3939, -0.4725, 1.1268)
H (1.4868, -0.2205, 1.0354)
H (0.5017, 1.0491, 1.3679)
H (3.7609, 0.4186, -0.3900)
H (3.7012, 1.1651, 1.0595)
O (3.9967, 0.3932, 0.5687)
H (-0.0748, 0.9753, -3.5033)
H (0.4224, -0.4917, -4.1956)
O (0.2708, 0.4742, -4.2757)
H (4.1382, -2.1688, -1.6520)
H (3.0488, -2.7487, -2.4311)
O (3.6096, -1.9653, -2.4483)
H (-0.9219, -3.5882, 0.6372)
H (-1.6200, -3.9129, -0.8073)
O (-1.7295, -3.5987, 0.0947)
H (-3.0938, 2.1148, 2.4595)
H (-3.3483, 0.6870, 2.8232)
O (-3.3201, 1.5612, 3.2380)
H (-0.5853, 1.7277, 4.7759)
H (-1.9724, 0.9304, 4.3160)
O (-1.0100, 0.9089, 4.5278)
H (3.5767, -0.1580, -2.6899)
H (2.8003, 1.2099, -2.2578)
O (3.5717, 0.6503, -2.1573)
H (-2.0583, -1.4874, -2.3961)
H (-2.5790, -2.1141, -3.7016)
O (-2.5730, -1.3031, -3.1735)
H (4.6111, -1.3910, 0.3327)
H (3.5748, -2.1519, 1.1152)
O (4.1546, -2.2525, 0.3644)
H (-2.2267, 3.9562, 1.3974)
H (-1.2286, 2.8673, 0.7327)
O (-2.0883, 3.0225, 1.1352)
H (0.8459, -1.6015, 5.2326)
H (-0.1745, -0.4871, 4.4592)
O (0.6001, -1.1199, 4.3732)
H (1.7232, 3.1456, 2.6628)
H (2.7107, 3.3434, 1.3884)
O (2.2394, 2.7047, 1.9492)
H (-3.3610, 2.1829, 0.2106)
H (-3.8055, 0.6747, -0.1494)
O (-3.7438, 1.6175, -0.5277)
H (-2.7321, 1.4908, -1.7646)
H (-0.7309, 1.8133, -1.7123)
O (-1.9586, 1.2033, -2.3539)
H (-2.9674, -2.1160, -0.3481)
H (-2.0858, -0.9029, 0.1764)
O (-3.0170, -1.2723, 0.1652)

Formula: C3H37NO16S
Source: OMol25
Level of theory: wB97M-V/def2-TZVPD

Output
Orbital gap in eV: 9.519
Energy above the lowest of the compared OMol25 structures with the same formula, charge and spin in kcal/mol: 8.7

Positions of all 58 atoms, in Å:
O (0.4423, -0.1251, -0.1626)
C (-0.1885, 0.4239, 0.6951)
C (-1.7271, 0.6057, 0.7299)
C (-2.0991, 1.6427, -0.2609)
S (-3.8635, 1.7518, -0.6029)
N (-2.1292, 0.7080, 2.1350)
H (0.2442, 0.7724, 1.6153)
H (-2.1935, -0.3420, 0.3997)
H (-1.6348, 2.6114, -0.0170)
H (-1.5619, 1.3884, -1.2310)
H (-4.3504, 0.9014, 0.3185)
H (-1.4937, 1.2254, 2.7437)
H (-2.2272, -0.2588, 2.4273)
H (0.7291, 1.9425, -3.4556)
H (0.7616, 1.7073, -1.9014)
O (0.4053, 1.3492, -2.7678)
H (0.9791, -1.3983, -3.6886)
H (1.3366, 0.0451, -3.2846)
O (1.7518, -0.8219, -3.5086)
H (-4.4495, -1.9529, -1.2814)
H (-4.0613, -3.4235, -1.1675)
O (-4.4182, -2.7804, -1.7813)
H (3.7511, 2.6950, -0.9136)
H (3.7475, 4.2086, -1.0943)
O (4.3146, 3.4733, -0.8305)
H (-1.6575, -2.2947, -1.0310)
H (-2.0539, -2.6184, 0.5120)
O (-2.0485, -2.9296, -0.4249)
H (-0.3205, -0.6978, -2.3118)
H (-1.1882, -1.3923, -3.4191)
O (-0.7328, -1.5330, -2.5887)
H (-2.2174, 3.2117, 2.9384)
H (-2.7280, 3.8232, 1.7628)
O (-1.9844, 3.9873, 2.3763)
H (1.8349, -2.2396, -1.1907)
H (2.6540, -1.2795, -2.0104)
O (2.6013, -1.6343, -1.0819)
H (1.8414, 3.0032, 2.1537)
H (0.2989, 3.6710, 1.9343)
O (0.9362, 2.9362, 1.8396)
H (2.2065, 1.1380, -0.4821)
H (1.4865, 2.4234, -0.1571)
O (2.0581, 2.0183, -0.8402)
H (3.1599, -0.4793, 0.1770)
H (4.1825, 0.4665, 0.6089)
O (3.2351, 0.2890, 0.7548)
H (1.2313, -1.6256, 0.7935)
H (0.9446, -3.0378, 1.2852)
O (0.8869, -2.1066, 1.5877)
H (-2.0433, -3.0031, 2.6575)
H (-0.8174, -2.2474, 2.1181)
O (-1.7943, -2.2226, 2.1629)
H (-0.3855, -3.6766, -0.8705)
H (0.8139, -4.5916, -1.1146)
O (0.5370, -3.8350, -0.6000)
H (2.1100, -0.5674, 3.5895)
H (2.5868, 0.3492, 2.4100)
O (2.3007, 0.3460, 3.3462)

Formula: C3H38N2O14
Source: OMol25
Level of theory: wB97M-V/def2-TZVPD

Output
Orbital gap in eV: 8.678
Energy above the lowest of the compared OMol25 structures with the same formula, charge and spin in kcal/mol: 61.3

Positions of all 57 atoms, in Å:
C (0.0113, -1.4643, -3.2893)
C (1.0846, -0.4268, -3.5529)
N (1.7454, 0.0932, -2.3830)
C (1.9794, -0.7306, -1.1802)
N (2.6303, 0.1091, -0.1943)
H (-0.0137, -1.9140, -2.2324)
H (0.1526, -2.3512, -3.8861)
H (-1.0244, -1.1451, -3.5000)
H (1.7549, -0.9108, -4.2533)
H (0.7348, 0.4979, -4.0716)
H (1.2602, 0.9886, -2.1169)
H (2.4831, -1.6526, -1.3991)
H (0.9984, -1.0269, -0.7316)
H (2.2110, 1.0340, -0.0907)
H (3.5964, 0.2217, -0.4456)
H (0.4338, 2.6840, 1.3920)
H (0.5907, 1.3356, 2.0795)
O (0.3951, 1.6651, 1.2135)
H (-0.4803, 4.3649, -0.9405)
H (0.3958, 4.0475, -2.1128)
O (0.4605, 4.3192, -1.1931)
H (0.7762, 3.9034, 0.7391)
H (2.0372, 4.2665, 1.4544)
O (1.0757, 4.2458, 1.5699)
H (0.6987, -0.1011, 3.6311)
H (-0.4781, -1.0390, 3.9521)
O (-0.2860, -0.1446, 3.5739)
H (-4.2846, -2.3029, -1.3468)
H (-3.0647, -1.8641, -0.4252)
O (-3.5530, -1.7042, -1.2442)
H (-1.2681, 1.6554, 0.2610)
H (-1.6952, 1.7185, -1.2518)
O (-1.7726, 2.1612, -0.3979)
H (3.5403, 2.7281, -0.8572)
H (2.0374, 3.2024, -0.8555)
O (2.7519, 2.8502, -0.3116)
H (-3.9761, 0.1324, -1.0237)
H (-3.3743, 1.3064, -0.3701)
O (-4.1194, 0.6670, -0.2244)
H (0.3459, -2.3502, 2.4283)
H (-0.9419, -2.7286, 1.8805)
O (-0.5339, -2.6745, 2.7555)
H (-3.2371, -0.3438, 1.3367)
H (-3.5180, -1.4996, 2.2217)
O (-3.0962, -1.3579, 1.3697)
H (-1.2681, 0.6078, 2.3439)
H (-2.5779, 1.3476, 2.6067)
O (-2.1274, 0.9095, 1.8847)
H (0.2611, -3.6045, -0.6292)
H (-1.0978, -3.5025, -1.4151)
O (-0.3699, -3.0397, -1.0436)
H (2.9142, -1.4235, 2.5555)
H (1.9016, -0.6106, 1.5509)
O (2.0916, -0.9531, 2.4357)
H (2.0026, -2.8339, 0.8244)
H (1.0614, -3.6288, 1.7772)
O (1.7443, -3.7334, 1.1315)

Formula: C3H3AgO2
Source: OMol25
Level of theory: wB97M-V/def2-TZVPD

Output
Orbital gap (alpha / beta) in eV: 9.587 / 6.057
Spin multiplicity: 3
Energy above the lowest of the compared OMol25 structures with the same formula, charge and spin in kcal/mol: 37.8
Net charge: +2
<S²>: 2.006

Positions of all 9 atoms, in Å:
O (-0.0970, 1.2484, 0.4116)
Ag (-0.3790, 0.4877, -3.6740)
O (-0.3052, 0.7061, -1.7211)
C (0.2344, 1.3006, -0.8149)
C (0.2765, 0.1361, 1.2061)
C (-0.1231, -1.0950, 0.9290)
H (0.9644, 0.4528, 1.9863)
H (-0.9075, -1.3174, 0.2048)
H (0.3367, -1.9193, 1.4722)

Formula: C3H3AgO4
Source: OMol25
Level of theory: wB97M-V/def2-TZVPD

Output
Orbital gap in eV: 6.215
Energy above the lowest of the compared OMol25 structures with the same formula, charge and spin in kcal/mol: 3.8

Positions of all 11 atoms, in Å:
O (1.0988, 2.1309, -0.6447)
C (0.6557, 1.2374, -1.4626)
C (0.3359, -0.0440, -1.0941)
O (0.3306, -0.2762, 0.2796)
Ag (1.2070, 1.7964, 1.3442)
H (0.4841, 1.5019, -2.5197)
H (-0.1908, -0.7745, -1.7022)
C (-0.7480, -0.9712, 0.8866)
O (-1.6432, -1.4781, 0.2547)
O (-0.4475, -1.2428, 2.1512)
H (-1.0826, -1.8798, 2.5070)

Formula: C3H3Br2NO
Source: OMol25
Level of theory: wB97M-V/def2-TZVPD

Output
Orbital gap in eV: 9.203
Energy above the lowest of the compared OMol25 structures with the same formula, charge and spin in kcal/mol: 40.4
SMILES string: O=C(Br)[C@H]1CN1Br

Positions of all 10 atoms, in Å:
C (1.8859, 0.6288, 1.0437)
C (-0.1063, -0.2185, -0.4352)
C (0.5516, 0.0258, 0.8963)
N (0.4003, -1.3046, 0.3239)
O (2.8555, 0.5282, 0.3806)
Br (2.0207, 1.7655, 2.6472)
Br (2.0207, -2.3129, -0.1632)
H (-1.3421, -0.2373, -0.4434)
H (0.2114, 0.1465, -1.3507)
H (-0.1493, 0.1751, 1.7588)

Formula: C3H3Br2NS
Source: OMol25
Level of theory: wB97M-V/def2-TZVPD

Output
Orbital gap (alpha / beta) in eV: 6.653 / 6.790
Energy above the lowest of the compared OMol25 structures with the same formula, charge and spin in kcal/mol: 112.4

Positions of all 10 atoms, in Å:
C (0.3788, 0.3692, 0.9411)
C (1.6374, 0.3229, 1.0413)
C (-0.3601, 0.4694, -0.4889)
N (-0.7716, -0.7819, -0.6340)
S (-0.0209, -2.1053, -1.0297)
Br (3.0099, 0.1886, -0.0843)
Br (-2.7909, -0.8510, 0.3871)
H (-0.3914, 0.3639, 1.6129)
H (-1.1163, 1.1305, -0.4755)
H (0.4251, 0.8938, -1.2702)

Formula: C3H3Br2NS
Source: OMol25
Level of theory: wB97M-V/def2-TZVPD

Output
Orbital gap (alpha / beta) in eV: 6.379 / 6.385
Energy above the lowest of the compared OMol25 structures with the same formula, charge and spin in kcal/mol: 18.0

Positions of all 10 atoms, in Å:
C (0.1243, 1.0067, -0.3108)
C (0.3777, -0.4896, 1.3573)
C (-0.9944, 0.0665, -0.6500)
N (0.7236, 0.7887, 0.7933)
S (-1.1577, -1.1598, 0.5017)
Br (-2.2684, 0.3632, -1.9487)
Br (1.2681, -0.5821, -2.3513)
H (0.4554, 1.8161, -0.8809)
H (1.1317, -1.1362, 0.9670)
H (0.3396, -0.6734, 2.5224)

Formula: C3H3Br2O3
Source: OMol25
Level of theory: wB97M-V/def2-TZVPD

Output
Orbital gap in eV: 7.500
Energy above the lowest of the compared OMol25 structures with the same formula, charge and spin in kcal/mol: 20.7
Net charge: -1

Positions of all 11 atoms, in Å:
C (-0.5638, 2.8508, -0.9149)
C (-0.0981, -0.6116, -0.3171)
C (-0.7711, 0.3219, 0.4267)
O (-0.3965, 3.7630, -0.2407)
O (-0.6997, 2.1047, -1.7444)
O (-0.4738, 1.4717, 0.7378)
Br (1.6345, 1.8185, 2.9805)
Br (-2.6385, -0.2203, 1.1221)
H (0.7875, -0.3508, -0.7762)
H (-0.4239, -1.5275, -0.8867)
H (0.5198, 1.6700, 2.2304)

Formula: C3H3Br3
Source: OMol25
Level of theory: wB97M-V/def2-TZVPD

Output
Orbital gap (alpha / beta) in eV: 6.056 / 8.992
Energy above the lowest of the compared OMol25 structures with the same formula, charge and spin in kcal/mol: 116.3

Positions of all 9 atoms, in Å:
C (-0.4244, 1.2171, -1.2699)
C (-1.5223, 0.6796, -0.9670)
C (0.6486, -1.0362, 1.2664)
Br (0.4633, -2.8512, 0.6589)
Br (2.1064, -0.1346, 0.4199)
Br (0.7006, -0.9056, 3.1851)
H (-0.2097, 1.9423, -2.0419)
H (0.5378, 0.9504, -0.7520)
H (-2.3003, 0.1384, -0.4995)

| no. | DFT total energy (Ha) |
| --- | --- |
| 1 | -1187.95834 |
| 2 | -1352.78146 |
| 3 | -1468.74736 |
| 4 | -1793.29439 |
| 5 | -1299.88947 |
| 6 | -412.61728 |
| 7 | -563.97404 |
| 8 | -5394.04407 |
| 9 | -5716.86004 |
| 10 | -5717.01033 |
| 11 | -5489.93951 |
| 12 | -7837.94476 |